{
  "formula": "C16H15N4O3ReSSbSe4",
  "method": "ωB97M-V/def2-TZVPD",
  "elements": ["Re", "O", "S", "O", "N", "C", "C", "C", "C", "C", "C", "C", "C", "N", "C", "C", "C", "C", "C", "C", "C", "H", "H", "H", "H", "H", "H", "H", "H", "H", "H", "H", "Se", "Sb", "Se", "Se", "Se", "N", "C", "N", "O", "H", "H", "H", "H"],
  "coordinates": [[0.359979, -1.764533, -0.631961], [3.030997, 0.878551, -0.641628], [1.705040, 1.149650, -1.107667], [1.488334, 0.709925, -2.495260], [0.624535, 0.118629, -0.230225], [-0.047003, 0.574858, 0.932598], [0.293696, 1.628636, 1.752579], [-0.511629, 1.945977, 2.859983], [-1.638758, 1.227253, 3.150482], [-1.999901, 0.120930, 2.346417], [-3.141247, -0.678814, 2.561299], [-3.408637, -1.730048, 1.716586], [-2.526829, -2.014207, 0.675669], [-1.440349, -1.279965, 0.444097], [-1.188100, -0.199594, 1.248621], [1.280733, 2.804221, -0.886705], [2.252654, 3.648396, -0.350096], [1.939011, 4.992278, -0.236707], [0.694159, 5.456368, -0.650396], [-0.256558, 4.591604, -1.191693], [0.030450, 3.247323, -1.320997], [1.187177, 2.208913, 1.579745], [-0.223547, 2.776137, 3.490246], [-2.255404, 1.489067, 4.000816], [-3.801739, -0.456909, 3.390972], [-4.282791, -2.350857, 1.851441], [-2.703892, -2.854583, 0.016999], [3.217997, 3.267398, -0.045170], [2.670863, 5.678987, 0.166297], [0.462864, 6.509669, -0.560239], [-1.212916, 4.971825, -1.522905], [-0.688960, 2.565836, -1.758531], [1.420947, -1.725407, -4.494167], [3.233514, -0.843880, -2.968686], [-0.233568, -1.743941, -2.885003], [2.689183, -2.363989, -1.067321], [4.878869, 0.233766, -4.170266], [0.117094, -5.753308, 0.664118], [-0.171468, -4.914467, -0.310910], [-0.656312, -5.332735, -1.467281], [0.017783, -3.649606, -0.105741], [-0.002588, -6.751247, 0.569446], [0.475101, -5.402590, 1.539187], [-0.838308, -6.308987, -1.649013], [-0.840475, -4.676532, -2.209032]],
  "atomic_forces_ev_per_a": [[-0.09, -0.53, -1.17], [0.03, -0.05, 0.27], [0.17, 0.16, 0.11], [0.11, -0.09, 0.13], [0.23, -0.28, -0.11], [-0.09, 0.23, 0.34], [0.13, -0.16, -0.05], [-0.03, 0.06, 0.06], [-0.01, 0.01, 0.06], [-0.08, 0.03, -0.07], [-0.02, -0.05, -0.01], [-0.03, 0.02, 0.05], [0.06, 0.07, -0.09], [0.13, 0.05, 0.11], [-0.01, -0.06, -0.02], [-0.22, -0.12, -0.18], [-0.02, 0.03, 0.02], [-0.01, 0.01, -0.01], [0.00, -0.03, 0.00], [0.00, 0.03, 0.00], [0.00, 0.00, 0.02], [0.00, -0.01, 0.01], [0.00, 0.00, -0.01], [-0.01, 0.00, -0.01], [0.00, 0.00, -0.01], [0.00, 0.00, 0.00], [0.02, 0.00, -0.01], [-0.01, 0.00, 0.00], [-0.01, 0.00, -0.01], [0.00, 0.00, 0.00], [0.01, 0.01, 0.00], [0.00, 0.00, 0.00], [-0.04, 0.01, -0.10], [-0.09, 0.20, -1.00], [0.02, -0.17, 0.79], [-0.06, 0.35, 0.36], [0.02, -0.17, 0.38], [0.02, 0.04, 0.05], [0.13, -0.14, -0.07], [-0.02, 0.03, -0.05], [-0.25, 0.50, 0.22], [0.01, 0.00, 0.00], [0.00, 0.00, 0.00], [0.00, 0.00, -0.01], [0.01, 0.00, 0.01]],
  "lowdin_charge": [0.9634, -0.3290, 0.6443, -0.5512, -0.2870, -0.2384, 0.0384, 0.0028, 0.0418, -0.1183, 0.0747, 0.0119, -0.0656, -0.0557, -0.1606, -0.3406, -0.0353, -0.0115, 0.0038, -0.0181, -0.0360, 0.1199, 0.1360, 0.1435, 0.1492, 0.1350, 0.1288, 0.1308, 0.1331, 0.1333, 0.1301, 0.1296, 0.2888, 0.4348, 0.3444, 0.3546, 0.3112, 0.2590, -0.5420, 0.2513, -0.2721, 0.1563, 0.1519, 0.1556, 0.1028],
  "charge": 3,
  "e_homo_ev": [-16.97, -16.98],
  "lumo_energy_ev": [-11.887, -11.866],
  "energy_ev": -309800.7939
}

***

{
  "formula": "C25H35AlBr2F2N2O7PS",
  "method": "ωB97M-V/def2-TZVPD",
  "elements": ["C", "C", "C", "C", "C", "C", "O", "C", "C", "C", "C", "C", "C", "O", "C", "O", "C", "C", "C", "O", "N", "C", "C", "C", "C", "C", "C", "P", "N", "H", "H", "H", "H", "H", "H", "H", "H", "H", "H", "H", "H", "H", "H", "H", "H", "H", "H", "H", "H", "H", "H", "H", "H", "H", "H", "H", "O", "S", "O", "O", "C", "C", "C", "H", "H", "H", "H", "H", "H", "H", "H", "F", "Al", "Br", "Br", "F"],
  "coordinates": [[0.807640, -2.336521, 3.367942], [1.629778, -1.007751, 2.888016], [1.806101, -1.017232, 1.281113], [3.262653, -0.654505, 0.749560], [3.723433, 0.886893, 1.058569], [4.084502, 1.192659, 2.576673], [5.097195, 0.821905, 3.217563], [3.049932, 2.145609, 3.383280], [2.293178, 1.723262, 4.658081], [1.332947, 2.796988, 5.324463], [1.185035, 4.272561, 4.740772], [1.974742, 4.684048, 3.439932], [2.886035, 3.609435, 2.777860], [3.429356, -0.775581, -0.712791], [2.261785, -0.433660, -1.434336], [1.740745, -1.346797, -2.161984], [1.539716, 0.995500, -1.484515], [0.136384, 0.935661, -2.311412], [-1.041200, 0.428816, -1.348697], [-1.539320, -0.735478, -1.465901], [-1.596301, 1.253750, -0.224925], [-2.683957, 0.465337, 0.406212], [-4.168963, 0.517840, -0.107630], [-5.247445, -0.385670, 0.592023], [-4.789336, -1.295607, 1.780092], [-3.343654, -1.340823, 2.341593], [-2.279467, -0.437782, 1.630956], [4.640455, -1.846391, 1.388319], [4.202115, -2.768762, 2.618371], [1.467576, -3.076310, 3.942401], [-0.005758, -1.997224, 4.123090], [0.226740, -2.825452, 2.503878], [0.944158, -0.124342, 3.193094], [2.606642, -0.927790, 3.471054], [1.559150, -2.076180, 0.880964], [0.978623, -0.291687, 0.915184], [2.957832, 1.659311, 0.717235], [4.693335, 1.042979, 0.445078], [2.408698, 0.664211, 5.096279], [0.708086, 2.545103, 6.259548], [0.508885, 5.089740, 5.237582], [1.936869, 5.714890, 2.954915], [3.462460, 3.875724, 1.822798], [2.222716, 1.782163, -1.966007], [1.239694, 1.356670, -0.432016], [-0.108475, 2.034370, -2.561803], [0.219176, 0.353429, -3.287031], [-2.066840, 2.089476, -0.631035], [-4.448775, 1.207041, -0.977667], [-6.334147, -0.381801, 0.215134], [-5.568556, -1.974462, 2.265421], [-2.998705, -2.001372, 3.209867], [-1.181688, -0.421222, 1.966899], [5.819109, -1.043699, 1.607503], [5.010668, -2.756073, 0.314070], [4.253822, -3.760472, 2.335495], [-2.277031, 0.094091, -6.737162], [-3.533029, -0.629428, -6.668222], [-4.733578, -0.013363, -6.175649], [-3.296117, -2.016930, -5.881365], [-2.754350, -1.970651, -4.551397], [-3.778046, -1.483039, -3.544307], [-3.879951, -1.319295, -8.260216], [-1.849582, -1.353794, -4.527608], [-2.455843, -2.988186, -4.294472], [-4.053271, -0.442683, -3.730236], [-3.381563, -1.545832, -2.529739], [-4.693814, -2.077110, -3.607209], [-2.988303, -1.820177, -8.634995], [-4.156792, -0.498217, -8.922998], [-4.712025, -2.016160, -8.167666], [-0.026413, 5.619850, 6.532081], [0.069242, -0.033274, -6.313570], [2.496535, -2.419980, -4.049751], [-0.559011, 2.694431, 3.744732], [5.657561, -1.884977, 3.728619]],
  "atomic_forces_ev_per_a": [[-0.39, 0.69, 0.73], [-1.04, -0.51, 0.24], [-0.25, -0.53, 0.31], [0.25, 1.91, 0.16], [1.01, -0.12, 0.30], [1.08, 0.08, 2.77], [-3.43, 1.17, -2.97], [-1.92, 1.46, 1.51], [0.73, 3.24, -1.98], [0.76, -0.25, -2.66], [1.79, -1.35, -3.33], [2.04, -4.75, 0.41], [-2.29, 0.45, 2.92], [-2.22, 1.04, 0.22], [-2.65, -3.44, -2.94], [1.15, 5.08, 5.93], [-0.01, 0.14, 0.21], [0.01, 1.28, 1.16], [-1.70, -3.74, -0.36], [2.44, 4.16, -0.12], [-1.15, -1.19, -1.90], [-2.65, -2.23, 2.51], [1.10, -2.35, 3.06], [4.20, 0.15, 1.11], [1.70, 1.53, -1.15], [-0.40, 2.87, -3.78], [-3.42, 0.11, -1.34], [0.27, -1.72, 0.67], [-1.68, -0.55, -1.75], [-0.84, 0.98, -1.25], [1.27, -0.52, -1.13], [1.13, 0.60, 1.22], [1.34, -1.19, -0.68], [-1.24, -0.30, -0.96], [0.42, 1.78, 0.60], [1.62, -1.12, 0.11], [0.84, -1.21, 0.48], [-1.53, -0.25, 1.00], [-0.22, 2.06, -0.80], [1.34, 0.60, -1.62], [0.19, -0.85, 1.16], [-0.19, -1.62, 1.07], [-0.90, -0.51, 1.61], [-0.90, -1.11, 0.73], [0.75, -0.50, -1.58], [0.35, -1.51, 0.33], [-0.22, 0.34, 1.68], [0.95, -0.43, 0.43], [0.47, -1.16, 1.41], [1.99, -0.05, 0.78], [1.20, 1.14, -0.78], [-0.84, 1.09, -1.48], [-1.92, -0.03, -0.53], [-0.96, -0.15, -0.22], [-0.36, 1.23, 0.11], [0.08, 0.54, 0.24], [0.42, 0.35, 0.28], [-1.71, -2.12, 0.52], [1.15, 0.29, -0.30], [0.01, 1.03, -1.44], [0.07, 0.08, 1.45], [-0.20, 0.20, 0.01], [0.23, 0.03, -0.08], [-0.02, -0.05, -0.05], [0.03, 0.06, -0.42], [0.04, -0.04, 0.05], [0.07, -0.06, -0.15], [0.12, -0.02, -0.03], [-0.06, 0.00, 0.07], [0.04, 0.02, 0.15], [0.09, 0.09, 0.13], [0.07, 0.05, -0.44], [0.38, -0.47, 0.43], [0.44, -0.80, -3.52], [0.20, 0.11, 0.46], [1.45, 0.76, 1.00]],
  "lowdin_charge": [-0.1240, -0.2433, -0.1414, -0.4629, -0.0682, -0.3168, 0.0435, -0.0829, -0.0514, -0.1958, -0.1713, -0.0731, -0.0087, -0.0984, -0.3897, -0.3647, -0.0749, -0.0870, -0.3191, 0.0094, 0.0576, -0.2085, -0.0195, -0.0721, -0.0919, -0.0484, 0.0157, 0.8749, -0.2599, 0.0709, 0.0645, 0.0698, 0.0669, 0.0854, 0.1347, 0.1050, 0.0978, 0.1423, 0.1177, 0.1126, 0.0161, 0.0933, 0.0981, 0.1273, 0.1030, 0.1190, 0.0629, 0.1241, 0.0891, 0.0837, 0.0768, 0.0917, 0.0767, 0.0315, 0.0245, -0.0026, -0.5272, 0.6068, -0.2492, -0.2547, -0.2375, -0.0672, -0.1070, 0.0772, 0.1407, 0.0701, 0.0639, 0.0908, 0.0792, 0.0820, 0.0836, -0.6676, 0.9014, -0.2201, 0.4026, -0.5779],
  "charge": -1,
  "e_homo_ev": -2.92,
  "lumo_energy_ev": -0.795,
  "energy_ev": -216026.5342
}

***

{
  "formula": "C2H5N3O2",
  "method": "ωB97M-V/def2-TZVPD",
  "elements": ["C", "C", "N", "O", "O", "N", "N", "H", "H", "H", "H", "H"],
  "coordinates": [[0.039914, 0.067607, 0.830927], [0.427641, -0.117002, -1.193653], [-1.024993, 0.284864, -0.476155], [0.296693, 1.138534, 1.662617], [-0.612042, -0.922789, 1.531768], [1.072939, -0.246879, -0.053742], [0.464953, -0.477457, -2.386676], [1.152959, 1.495691, 1.386779], [-0.023783, -1.206106, 2.245320], [-1.424966, 1.198090, -0.289754], [-1.757246, -0.409539, -0.597470], [1.387931, -0.805012, -2.659962]],
  "atomic_forces_ev_per_a": [[-0.51, -0.39, -1.07], [-0.88, -1.18, 0.66], [1.65, 0.30, 1.61], [-0.60, -0.35, -0.43], [0.19, -0.03, 0.24], [0.50, 0.58, 0.46], [-0.23, 0.90, -0.61], [-0.11, -0.04, -0.20], [-0.07, 0.01, -0.01], [0.06, 0.33, -0.97], [0.13, -0.08, 0.18], [-0.12, -0.04, 0.15]],
  "lowdin_charge": [-0.6152, -0.4654, 0.2137, 0.0754, 0.0550, 0.0900, 0.0980, 0.1152, 0.1193, 0.1291, 0.1300, 0.0549],
  "e_homo_ev": -8.57,
  "lumo_energy_ev": 0.481,
  "e_above_lowest_kj_mol": 334.35,
  "energy_ev": -10718.3450
}

***

{
  "formula": "C6H14O2",
  "method": "ωB97M-V/def2-TZVPD",
  "elements": ["C", "C", "C", "C", "C", "C", "O", "H", "H", "H", "H", "H", "H", "H", "H", "H", "H", "H", "H", "O", "H", "H"],
  "coordinates": [[-0.130154, 3.556511, 0.634547], [0.171036, 2.192721, 1.241553], [-0.839555, 1.108159, 0.837092], [-0.356786, 0.342128, -0.369413], [-0.957859, -0.777440, -0.762758], [-0.615939, -1.428473, -2.083105], [0.659265, -2.050056, -2.190353], [-0.202216, 3.638670, -0.444287], [-1.090410, 3.942738, 0.992161], [0.572051, 4.261127, 1.053240], [0.159143, 2.352647, 2.305715], [1.199390, 1.888699, 1.044622], [-0.950016, 0.459078, 1.705434], [-1.766594, 1.625244, 0.604202], [0.476463, 0.740981, -0.938788], [-1.704291, -1.319794, -0.192559], [-1.377459, -2.171149, -2.340518], [-0.728924, -0.703171, -2.892355], [1.211463, -1.633643, -1.563522], [1.644912, -2.680975, 2.217192], [0.906465, -2.351692, 2.741197], [1.556098, -2.184721, 1.404588]],
  "atomic_forces_ev_per_a": [[-0.45, 0.34, 0.57], [-0.25, 0.33, -0.30], [1.51, 0.46, 0.24], [-1.12, -0.48, 0.56], [0.82, -0.49, -0.79], [-0.59, -0.13, -0.68], [-1.01, -0.66, -0.65], [0.44, -0.25, -0.25], [-0.14, -0.32, 0.08], [0.49, 0.40, -0.36], [-0.18, -0.09, 0.61], [0.03, -0.12, -0.29], [-0.44, -0.25, -0.20], [-0.32, -0.26, 0.09], [-0.15, 0.23, -0.21], [-0.15, 0.48, 0.26], [0.21, -0.21, 0.29], [0.25, 0.34, 0.04], [1.08, 0.66, 1.01], [-0.19, 0.07, 0.27], [0.07, -0.14, 0.13], [0.08, 0.08, -0.41]],
  "lowdin_charge": [-0.1188, -0.2755, -0.2012, -0.1066, -0.0892, -0.2710, -0.0489, 0.0712, 0.0731, 0.0637, 0.0939, 0.1029, 0.1095, 0.1126, 0.1204, 0.1105, 0.1097, 0.1086, 0.0432, -0.0508, 0.0323, 0.0105],
  "e_homo_ev": -9.82,
  "smiles": "CCC/C=C/CO.O",
  "lumo_energy_ev": 0.682,
  "e_above_lowest_kj_mol": 183.04,
  "energy_ev": -10542.7195
}